{
  "formula": "C36H69F3NO10P",
  "method": "ωB97M-V/def2-TZVPD",
  "symbols": ["C", "C", "F", "P", "N", "C", "O", "F", "C", "O", "F", "H", "H", "H", "H", "H", "C", "C", "C", "O", "C", "H", "H", "H", "H", "H", "H", "H", "H", "C", "C", "C", "O", "C", "H", "H", "H", "H", "H", "H", "H", "H", "C", "C", "C", "O", "C", "H", "H", "H", "H", "H", "H", "H", "H", "C", "C", "C", "O", "C", "H", "H", "H", "H", "H", "H", "H", "H", "C", "C", "C", "O", "C", "H", "H", "H", "H", "H", "H", "H", "H", "C", "C", "C", "O", "C", "H", "H", "H", "H", "H", "H", "H", "H", "C", "C", "C", "O", "C", "H", "H", "H", "H", "H", "H", "H", "H", "C", "C", "C", "O", "C", "H", "H", "H", "H", "H", "H", "H", "H"],
  "positions_angstrom": [[-4.7244, 0.9104, -1.3222], [-4.0404, 2.1676, -0.7741], [-2.7091, 1.8807, -0.4303], [-5.0593, 2.8785, 0.6029], [-3.9191, 3.0247, 1.9675], [-4.7412, 3.4558, 3.0761], [-4.9212, 4.5591, 3.3693], [-5.3000, 2.4140, 3.7615], [-3.2370, 1.8053, 2.3513], [-2.1874, 1.8035, 2.7980], [-3.9561, 0.6688, 2.2189], [-5.7421, 1.1955, -1.6208], [-4.1640, 0.5037, -2.1661], [-4.8140, 0.1763, -0.5145], [-4.0323, 2.9063, -1.5868], [-5.9151, 1.8055, 0.9376], [0.5524, -2.0774, -1.1388], [-0.3328, -0.8999, -0.7256], [-0.3085, -0.0424, -1.9842], [-0.1656, -0.9387, -3.0845], [0.1750, -2.2450, -2.6039], [0.3875, -2.9798, -0.5539], [1.6041, -1.8063, -1.0484], [-1.3495, -1.2484, -0.5257], [0.0219, -0.3658, 0.1558], [0.5488, 0.6417, -1.9809], [-1.2175, 0.5450, -2.1147], [-0.6978, -2.8932, -2.7232], [0.9887, -2.6502, -3.2067], [0.3900, 4.4662, 2.9318], [-0.5004, 5.6947, 3.1212], [-0.4528, 6.3383, 1.7433], [-0.2953, 5.2733, 0.8100], [0.0350, 4.0651, 1.5029], [0.2085, 3.6727, 3.6542], [1.4424, 4.7526, 2.9973], [-1.5232, 5.3833, 3.3503], [-0.1706, 6.3742, 3.9055], [0.4038, 7.0163, 1.6509], [-1.3603, 6.8935, 1.5015], [-0.8439, 3.4167, 1.4889], [0.8472, 3.5675, 0.9722], [-1.5280, -4.4670, -7.0195], [-2.5829, -5.4675, -6.5500], [-2.2250, -5.6239, -5.0773], [-1.6751, -4.3745, -4.6604], [-1.4050, -3.5573, -5.8040], [-1.8037, -3.9292, -7.9248], [-0.5842, -4.9809, -7.2067], [-3.5811, -5.0349, -6.6515], [-2.5658, -6.4123, -7.0918], [-1.4670, -6.4021, -4.9344], [-3.0871, -5.8628, -4.4528], [-2.1448, -2.7501, -5.8328], [-0.4155, -3.1118, -5.7021], [3.4181, 2.5543, -1.6195], [2.5228, 3.7357, -1.2454], [2.5838, 4.5815, -2.5106], [2.7546, 3.6699, -3.5976], [3.0829, 2.3740, -3.0939], [3.2328, 1.6558, -1.0316], [4.4688, 2.8284, -1.5007], [1.5008, 3.3917, -1.0730], [2.8524, 4.2769, -0.3596], [3.4408, 5.2641, -2.4906], [1.6789, 5.1675, -2.6721], [2.2108, 1.7242, -3.2242], [3.9108, 1.9623, -3.6720], [0.2998, -5.8070, -12.1960], [-0.7645, -6.7949, -11.7221], [-0.4053, -6.9504, -10.2500], [0.1601, -5.7052, -9.8372], [0.4342, -4.8959, -10.9828], [0.0278, -5.2671, -13.1013], [1.2401, -6.3305, -12.3809], [-1.7571, -6.3509, -11.8235], [-0.7593, -7.7412, -12.2604], [0.3437, -7.7363, -10.1047], [-1.2694, -7.1770, -9.6236], [-0.2983, -4.0819, -11.0158], [1.4291, -4.4612, -10.8844], [-1.7294, 3.4892, 7.9890], [-2.5983, 4.5784, 7.3612], [-1.5516, 5.6135, 6.9682], [-0.3598, 4.8869, 6.6594], [-0.4933, 3.5365, 7.1011], [-2.1971, 2.5060, 8.0094], [-1.4702, 3.7647, 9.0137], [-3.1022, 4.1928, 6.4720], [-3.3552, 4.9783, 8.0337], [-1.3392, 6.2948, 7.7991], [-1.8422, 6.2067, 6.1004], [-0.6157, 2.8940, 6.2212], [0.4170, 3.2400, 7.6249], [3.6279, -4.3015, 2.6061], [2.7298, -3.1348, 3.0116], [2.7524, -2.2771, 1.7547], [2.9092, -3.1751, 0.6553], [3.2616, -4.4732, 1.1374], [3.4660, -5.2055, 3.1906], [4.6775, -4.0163, 2.7044], [1.7160, -3.4938, 3.2041], [3.0771, -2.6033, 3.8949], [3.6019, -1.5849, 1.7607], [1.8367, -1.6989, 1.6173], [2.3947, -5.1334, 1.0209], [4.0801, -4.8691, 0.5357], [2.2338, 0.7852, 9.0345], [3.3704, 1.4556, 8.2655], [4.3683, 0.3115, 8.1375], [3.5984, -0.8914, 8.0852], [2.2433, -0.6180, 8.4449], [1.2729, 1.2858, 8.9230], [2.4756, 0.7467, 10.0988], [3.0209, 1.7661, 7.2782], [3.7888, 2.3270, 8.7662], [5.0285, 0.2615, 9.0099], [4.9853, 0.3823, 7.2413], [1.6258, -0.6716, 7.5411], [1.8962, -1.3782, 9.1450]],
  "forces_ev_per_a": [[0.03, 0.36, 0.66], [0.09, -0.88, -0.69], [-0.59, 0.16, 0.19], [-0.43, 1.64, -0.36], [-1.50, -2.00, 0.33], [0.82, -1.16, -0.60], [-0.55, 1.58, 0.63], [0.43, 0.45, -0.35], [-2.82, 0.25, -1.02], [3.48, -0.29, 1.48], [0.07, 0.40, -0.40], [0.19, -0.17, -0.16], [-0.15, 0.06, 0.05], [0.11, -0.06, -0.27], [0.34, 0.07, 0.40], [0.56, -0.46, 0.18], [-0.01, 0.22, -0.06], [-0.07, -0.14, -0.05], [0.11, 0.03, -0.01], [0.02, 0.00, -0.02], [-0.20, -0.08, 0.07], [0.02, -0.01, 0.01], [0.02, -0.05, 0.03], [-0.01, 0.03, 0.01], [0.02, 0.02, -0.01], [-0.04, 0.05, 0.08], [0.01, 0.02, -0.04], [0.05, -0.07, -0.01], [0.00, 0.05, -0.05], [0.03, 0.18, -0.15], [-0.11, -0.01, 0.08], [0.10, 0.01, 0.02], [0.08, -0.05, -0.11], [-0.17, -0.02, 0.06], [-0.07, 0.00, 0.00], [0.00, 0.00, 0.00], [0.00, -0.02, 0.01], [0.06, -0.08, 0.05], [-0.02, 0.03, 0.04], [0.00, -0.01, -0.03], [0.05, -0.08, 0.02], [-0.01, 0.02, 0.06], [0.08, -0.11, 0.10], [-0.07, 0.12, -0.01], [0.11, -0.05, -0.03], [-0.02, -0.02, 0.00], [-0.14, 0.06, -0.03], [-0.01, 0.00, -0.01], [0.01, 0.02, -0.06], [-0.01, -0.02, 0.01], [0.03, -0.01, 0.00], [-0.04, -0.05, -0.03], [0.01, 0.03, 0.04], [0.04, 0.03, -0.04], [0.00, 0.00, 0.07], [0.05, 0.13, 0.01], [-0.05, -0.12, -0.06], [0.10, 0.02, 0.01], [0.04, 0.02, 0.04], [-0.15, -0.06, -0.01], [-0.03, -0.01, -0.01], [0.01, -0.01, 0.00], [0.01, 0.03, -0.05], [0.01, 0.02, 0.00], [-0.02, 0.03, 0.05], [-0.01, -0.01, -0.03], [0.05, -0.07, 0.01], [-0.01, 0.04, -0.05], [0.06, -0.09, 0.03], [-0.06, 0.10, 0.00], [0.10, -0.05, 0.00], [-0.01, -0.02, -0.04], [-0.11, 0.06, 0.00], [-0.03, 0.01, 0.00], [0.01, 0.01, 0.00], [-0.01, -0.01, 0.01], [0.03, -0.01, 0.00], [-0.04, -0.05, -0.02], [0.01, 0.04, 0.04], [0.03, 0.02, -0.05], [0.01, -0.01, 0.06], [0.00, 0.10, 0.06], [0.03, -0.08, -0.08], [0.02, 0.04, 0.09], [-0.05, 0.01, 0.02], [-0.02, -0.08, -0.12], [-0.01, 0.00, -0.03], [0.01, -0.01, 0.00], [0.00, 0.01, -0.01], [0.01, 0.01, 0.01], [-0.05, 0.02, 0.00], [0.03, -0.01, -0.03], [0.01, -0.06, 0.04], [0.04, 0.04, -0.04], [0.07, 0.07, -0.02], [-0.09, -0.11, 0.00], [0.11, 0.06, -0.02], [0.09, -0.06, 0.07], [-0.11, -0.03, 0.03], [-0.03, 0.00, 0.00], [0.01, -0.01, -0.01], [0.00, 0.02, 0.01], [0.02, 0.03, 0.02], [-0.03, 0.03, 0.06], [0.00, -0.02, -0.06], [0.04, -0.05, 0.02], [0.00, 0.04, -0.04], [0.06, 0.04, 0.13], [-0.08, -0.04, -0.10], [0.00, -0.02, 0.12], [-0.01, 0.00, -0.01], [-0.01, 0.05, -0.16], [-0.01, -0.01, -0.02], [-0.01, 0.00, 0.01], [0.02, 0.00, -0.01], [0.00, -0.01, 0.03], [0.03, 0.06, -0.01], [-0.01, -0.05, -0.02], [-0.05, 0.01, 0.03], [0.05, -0.04, 0.00]],
  "lowdin_charge": [-0.099, -0.551, -0.060, 1.047, -0.108, -0.594, 0.207, 0.105, -0.579, 0.231, 0.102, 0.081, 0.084, 0.071, 0.104, -0.031, -0.171, -0.162, -0.204, -0.140, -0.196, 0.112, 0.104, 0.112, 0.104, 0.100, 0.099, 0.108, 0.120, -0.149, -0.169, -0.206, -0.142, -0.197, 0.102, 0.115, 0.107, 0.109, 0.116, 0.116, 0.092, 0.093, -0.171, -0.168, -0.207, -0.155, -0.200, 0.111, 0.108, 0.112, 0.104, 0.117, 0.114, 0.120, 0.116, -0.165, -0.176, -0.199, -0.138, -0.202, 0.106, 0.112, 0.098, 0.112, 0.116, 0.118, 0.105, 0.117, -0.170, -0.170, -0.205, -0.154, -0.204, 0.111, 0.113, 0.113, 0.110, 0.118, 0.111, 0.117, 0.117, -0.167, -0.162, -0.202, -0.146, -0.207, 0.111, 0.113, 0.107, 0.112, 0.118, 0.110, 0.114, 0.103, -0.169, -0.166, -0.205, -0.162, -0.201, 0.111, 0.113, 0.114, 0.111, 0.119, 0.107, 0.117, 0.116, -0.172, -0.172, -0.206, -0.143, -0.206, 0.096, 0.114, 0.111, 0.112, 0.117, 0.116, 0.116, 0.116],
  "lumo_ev": 0.383,
  "total_energy_ev": -77853.2559,
  "gap_ev": 9.35
}